1.
Below is a structure of composition C6H9BaMgO5, with properties calculated with wB97M-V/def2-TZVPD.

ORCA input file:
```
! wB97M-V def2-TZVPD RIJCOSX def2/J DEFGRID3
* xyz 0 2
O 2.347 1.312 0.405
C 2.563 -0.058 0.487
C 2.246 -0.738 -0.827
O 1.172 -0.142 -1.513
Mg 0.644 1.504 -0.481
H 3.588 -0.320 0.809
H 3.115 -0.660 -1.505
O -1.296 -1.691 -0.744
C -0.795 -1.762 0.483
C -0.653 -0.685 1.343
O -0.780 0.626 0.840
C -2.105 1.096 0.503
C -1.944 1.953 -0.705
O -1.096 1.488 -1.637
Ba -0.793 -0.561 -2.438
H -0.876 -2.738 0.990
H -0.878 -0.766 2.405
H -2.536 1.648 1.351
H -2.722 0.199 0.311
H -2.702 2.690 -0.984
H 1.717 -0.577 1.311
H 1.784 -1.818 -0.405
*
```

Results
Molecular weight   322.8 g mol⁻¹
DFT total energy   -22742.3297 eV
Strongest force on any atom   6.53 eV/A
Gap between HOMO and LUMO (spin up / spin down)   6.911 / 6.903 eV
LUMO (spin up / spin down)   -0.36 / -0.37 eV

---

2.
Below is a structure of composition C50H51N6O2P2PdS5, with properties calculated with wB97M-V/def2-TZVPD.

ORCA input file:
```
! wB97M-V def2-TZVPD RIJCOSX def2/J DEFGRID3
* xyz 3 1
Pd 0.247 -0.990 0.790
C -8.073 1.047 4.341
S -6.481 0.201 4.344
C -6.022 0.305 2.595
C -4.502 0.378 2.507
C -4.000 0.164 1.091
N -2.512 0.003 0.974
P -1.494 1.151 0.072
C -2.675 2.382 -0.555
C -3.178 2.171 -1.844
C -4.094 3.051 -2.399
C -4.509 4.162 -1.676
C -3.999 4.394 -0.405
C -3.086 3.511 0.154
C -0.539 2.109 1.329
C -1.082 2.342 2.594
C -0.330 2.801 3.663
C 1.029 3.010 3.512
C 1.602 2.854 2.259
C 0.821 2.441 1.193
P -1.899 -1.586 0.854
C -2.730 -2.350 -0.537
C -2.904 -3.734 -0.567
C -3.511 -4.330 -1.660
C -3.939 -3.553 -2.728
C -3.763 -2.175 -2.705
C -3.155 -1.575 -1.616
C -2.260 -2.649 2.247
C -1.238 -3.221 3.001
C -1.548 -4.045 4.070
C -2.875 -4.292 4.395
C -3.899 -3.742 3.631
C -3.596 -2.938 2.546
H -8.428 1.034 5.369
H -8.796 0.526 3.718
H -7.963 2.081 4.018
H -6.493 1.181 2.147
H -6.387 -0.575 2.057
H -4.102 -0.400 3.161
H -4.168 1.342 2.903
H -4.296 0.999 0.458
H -4.474 -0.718 0.654
H -2.839 1.323 -2.428
H -4.480 2.875 -3.394
H -5.223 4.852 -2.106
H -4.312 5.267 0.152
H -2.696 3.719 1.140
H -2.131 2.127 2.753
H -0.804 2.967 4.622
H 1.641 3.322 4.347
H 2.655 3.069 2.116
H 2.546 2.402 0.105
H -2.573 -4.349 0.261
H -3.656 -5.402 -1.675
H -4.420 -4.021 -3.577
H -4.110 -1.570 -3.533
H -3.041 -0.500 -1.594
H -0.204 -3.002 2.766
H -0.754 -4.489 4.657
H -3.115 -4.929 5.236
H -4.932 -3.950 3.875
H -4.400 -2.548 1.935
C 6.817 -1.099 -5.164
C 5.903 -0.793 -4.016
C 6.314 0.028 -2.968
C 5.472 0.309 -1.906
C 4.200 -0.251 -1.903
C 3.759 -1.088 -2.929
C 4.614 -1.343 -3.979
S 3.187 0.028 -0.530
O 3.727 1.111 0.272
O 2.860 -1.220 0.159
N 1.772 0.477 -1.223
C 1.232 1.626 -1.214
C 0.306 2.064 -2.218
C 0.045 3.371 -2.385
C 0.644 4.379 -1.532
C 1.382 4.033 -0.490
N 1.549 2.614 -0.136
H 7.740 -0.527 -5.106
H 6.329 -0.876 -6.114
H 7.073 -2.159 -5.172
H 7.308 0.455 -2.983
H 5.796 0.951 -1.098
H 2.766 -1.520 -2.902
H 4.285 -1.978 -4.792
H -0.053 1.302 -2.895
H -0.592 3.694 -3.199
H 0.499 5.427 -1.751
H 1.858 4.704 0.209
S 0.336 -2.528 -0.944
C 1.226 -3.825 -0.275
N 1.904 -3.834 0.848
C 2.756 -5.004 1.106
C 2.285 -6.110 0.156
S 1.305 -5.299 -1.155
H 2.067 -2.967 1.343
H 2.655 -5.306 2.146
H 3.794 -4.726 0.920
H 1.648 -6.838 0.652
H 3.121 -6.629 -0.305
N -1.705 -0.190 3.870
C -0.394 -0.346 4.082
N 0.524 -0.483 3.145
C 1.797 -0.554 3.773
C 3.036 -0.654 3.156
C 4.190 -0.726 3.921
C 4.138 -0.702 5.311
C 2.916 -0.596 5.951
C 1.772 -0.519 5.171
S 0.139 -0.349 5.733
H -2.042 -0.001 2.940
H -2.344 -0.102 4.642
H 3.113 -0.666 2.088
H 5.147 -0.797 3.422
H 5.047 -0.761 5.893
H 2.852 -0.568 7.031
*
```

Results
Molecular weight   1096.7 g mol⁻¹
DFT total energy   -141924.9276 eV
Strongest force on any atom   1.40 eV/A
Gap between HOMO and LUMO   5.292 eV
LUMO   -8.71 eV

---

3.
Below is a cluster of 2 separate species, C24H29N2O2 in total, with properties calculated with wB97M-V/def2-TZVPD.

ORCA input file:
```
! wB97M-V def2-TZVPD RIJCOSX def2/J DEFGRID3
* xyz 1 1
C -0.122 -3.155 4.175
C -0.848 -2.851 2.864
C -1.179 -3.807 1.752
C -2.517 -4.012 1.346
C -3.657 -3.413 2.117
C -2.776 -4.635 0.133
C -1.743 -5.001 -0.725
C -2.053 -5.383 -2.133
C -0.425 -4.910 -0.272
C -0.122 -4.233 0.902
C 1.316 -3.873 1.156
H -0.629 -2.724 5.049
H -0.035 -4.213 4.386
H 0.882 -2.713 4.141
H -1.690 -2.193 3.093
H -4.597 -3.606 1.587
H -3.714 -3.830 3.135
H -3.540 -2.320 2.181
H -3.813 -4.800 -0.164
H -1.107 -5.537 -2.657
H -2.643 -6.305 -2.187
H -2.624 -4.573 -2.611
H 0.360 -5.348 -0.899
H 1.975 -4.418 0.466
H 1.534 -2.806 0.973
H 1.616 -4.092 2.187
H -0.111 -2.262 2.369
C 1.470 2.307 2.170
H 1.049 2.642 1.230
C 0.806 2.524 3.382
C 1.411 2.117 4.580
N 2.774 1.923 4.595
C 3.587 2.220 5.724
C 4.892 2.688 5.486
C 5.706 3.069 6.538
C 5.243 2.945 7.872
O 6.150 3.278 8.835
C 5.921 2.837 10.206
C 3.917 2.491 8.113
C 3.092 2.143 7.038
C 3.374 1.563 3.394
C 2.587 1.424 2.261
C 3.031 0.301 1.345
N 2.054 -0.312 0.559
O 4.166 -0.157 1.421
H -0.179 3.001 3.436
H 0.905 2.102 5.549
H 5.272 2.789 4.468
H 6.713 3.430 6.337
H 6.834 3.149 10.715
H 5.050 3.356 10.635
H 5.814 1.741 10.270
H 3.555 2.435 9.143
H 2.072 1.804 7.231
H 4.419 1.229 3.465
H 1.321 0.268 0.188
H 2.426 -0.934 -0.153
*
```

Results
Molecular weight   377.5 g mol⁻¹
DFT total energy   -32426.0147 eV
Strongest force on any atom   2.49 eV/A
Gap between HOMO and LUMO   5.074 eV
LUMO   -4.95 eV